This record from the OMol25 dataset describes 10 unconnected molecules or ions with the total composition C23H39Cl10FO4. The level of theory is ωB97M-V/def2-TZVPD.

The geometry in XYZ format:
```
77
Properties=species:S:1:pos:R:3:forces:R:3:mulliken_charge:R:1
O 0.50393 1.71478 5.48653 -0.097 0.189 -0.156 -0.608
H 0.59285 -4.86292 3.67735 -0.302 -0.522 -0.373 0.425
H -4.73043 -0.27840 2.51894 0.054 -0.064 -0.511 0.338
C 0.11808 5.56499 -0.36060 0.328 0.114 -0.408 -1.456
H 1.39473 2.01693 2.38278 -0.381 -0.092 -0.050 -0.130
C 1.16064 2.48523 3.33393 0.323 0.459 -0.299 -0.431
H -1.19410 -1.40387 0.59577 0.195 0.026 0.175 -0.064
C 2.49557 -2.86149 -2.29323 0.588 -0.366 -0.162 0.234
H 0.51788 3.34853 3.14369 0.052 -0.001 -0.234 0.259
H -0.54199 5.82576 0.46546 0.139 -0.344 0.219 0.432
H -1.23573 -3.26713 -2.55253 0.033 0.045 0.173 0.189
H -0.98567 -1.39792 -1.10385 0.128 0.244 -0.153 -0.025
C 1.64254 0.20345 0.10315 0.135 -0.662 0.286 1.127
O 1.14664 3.60359 0.54113 -0.043 0.045 0.455 -0.410
C 2.11236 4.69907 -2.86328 0.853 1.065 -0.458 -0.052
H 1.28028 4.02207 -4.71800 0.028 0.153 0.022 0.382
H -4.70184 -1.03470 -1.40250 0.358 0.296 0.096 0.467
H 2.09971 -3.29979 -1.38228 0.005 0.142 -0.270 -0.318
H 3.21607 2.63070 -0.40272 0.027 0.539 0.094 0.283
C -5.18421 -2.60498 -0.13136 0.828 -0.289 -0.159 0.759
C -6.34117 -3.28990 -0.84142 0.638 1.209 0.656 -1.049
C 1.84410 2.38620 -3.47623 0.625 0.719 -0.353 -0.524
Cl -0.60711 -3.09976 2.79757 -0.264 0.300 -0.058 -0.064
C 0.10314 3.28504 -1.57578 -1.724 0.611 1.083 -0.100
H 0.22548 -0.38139 3.53181 0.156 0.112 -0.151 0.187
H -6.43211 -2.79667 -1.80691 -0.288 -0.450 -0.211 0.330
Cl -0.40393 -5.27222 -3.39884 -0.214 -0.027 0.155 -0.188
H 1.01720 6.17912 -0.28964 -0.163 0.150 0.063 0.345
C 2.67482 4.33596 -1.67012 0.712 -0.935 0.078 0.396
C 4.36478 -2.66290 1.41923 -0.263 0.191 0.047 0.443
C -0.40242 0.50164 3.67220 -0.334 -0.035 -0.188 -0.376
C 0.80764 -1.03431 -0.01846 0.067 -0.173 0.093 -0.034
Cl 4.02836 -2.05540 -1.86930 -0.204 0.007 -0.261 -0.174
H 2.71694 -3.61205 -3.04343 -0.015 0.086 -0.074 0.510
H 3.35229 -2.28540 1.53482 -0.043 -0.241 0.122 -0.373
H 1.63861 -3.85158 2.76099 -0.164 0.309 -0.262 -0.036
C 0.41614 1.60414 4.28349 0.598 -0.559 0.706 0.330
H 2.11495 2.86931 3.69264 -0.196 -0.049 0.542 0.406
H -0.41499 5.78975 -1.28227 0.063 0.172 -0.043 0.342
H -2.94011 -0.43347 2.45715 -0.062 -0.015 0.173 -0.359
H 2.58294 -0.01941 0.60748 0.009 -0.044 0.057 0.348
H 1.90084 0.46362 -0.92839 -0.575 -0.179 0.993 -1.301
C -4.16915 -1.90567 -1.00967 -0.179 -0.189 -0.437 -0.329
Cl 4.30288 -4.35774 0.92736 -0.118 0.034 -0.143 -0.149
Cl 1.34273 -1.71304 -2.98131 -0.022 -0.007 -0.273 -0.126
H 0.90632 2.58424 -1.79431 -2.309 0.486 0.537 -0.789
Cl -3.63870 1.15146 0.88504 -0.249 -0.314 0.263 -0.175
H -0.82540 2.75800 -1.34352 0.031 -0.171 0.460 0.494
Cl 0.58791 -5.31353 1.29225 -0.148 -0.178 0.249 -0.136
H -0.15117 3.89171 -2.44352 -0.054 -0.077 0.396 0.372
O 1.30504 -2.14448 -0.05124 -0.184 0.249 0.854 -0.320
C 1.73847 3.73865 -3.77947 -0.004 -0.969 -0.470 -0.780
C 0.65360 -4.31257 2.74241 0.888 0.031 0.379 -0.216
H -0.07140 -4.09159 -1.42525 -0.151 0.282 0.084 -0.374
H -3.24856 -1.66808 -0.48681 -0.284 0.334 0.260 -0.496
H -0.99957 0.16247 -0.18730 0.007 -0.001 -0.206 0.191
H -3.87161 -2.48134 -1.88867 -0.335 -0.262 0.028 0.382
C -0.93017 -4.19305 -2.08017 0.196 -0.255 -0.075 0.509
H -1.21758 0.20095 4.32697 0.034 0.125 0.065 0.441
H -7.19994 -3.06955 -0.20977 -0.261 -0.508 -0.206 0.338
H 4.82250 -2.07042 0.63238 0.374 -0.218 0.254 0.249
Cl 5.22209 -2.50555 2.96259 -0.016 0.210 -0.160 -0.182
O -5.06152 -2.59748 1.07111 -0.222 0.022 0.096 -0.563
C -3.78581 0.24549 2.43353 0.063 0.197 -0.285 0.366
Cl -2.27088 -4.81757 -1.10312 0.135 -0.075 -0.223 -0.144
H 1.12950 1.02010 0.60106 -0.063 0.157 -0.223 -0.356
H 2.54460 0.95799 -2.08089 0.323 0.526 -0.230 1.319
H -6.09379 -4.34659 -0.90905 -0.296 -0.068 -0.149 0.263
Cl -3.73108 1.36138 3.78169 0.087 0.206 0.353 -0.163
C -0.66691 -0.87321 -0.20178 -0.547 -0.103 0.189 -0.093
C 0.55821 4.11296 -0.38200 -2.422 -0.128 0.029 0.928
H -0.79199 0.83151 2.70595 -0.036 -0.192 -0.066 0.009
H 1.34769 1.68762 -4.13545 0.453 -0.322 -0.044 0.348
C 2.79361 2.99462 -1.33003 1.928 -1.249 -0.694 -0.607
C 2.40115 2.01909 -2.24064 1.766 0.265 -1.913 -0.752
H 2.03224 5.75296 -3.10209 -0.083 0.004 0.046 0.459
F 3.08301 5.26605 -0.79125 0.091 0.025 -0.199 -0.375
```
Positions in Å, forces in eV/Å.

Properties
HOMO level = -9.35 eV
Orbital gap = 9.52 eV
Structure (SMILES) = Fc1ccccc1.CC(C)=O.CC(C)=O.CC(C)=O.CC(C)=O.ClCCl.ClCCl.ClCCl.ClCCl.ClCCl


This record from the OMol25 dataset describes a molecular structure, C6H12O. The level of theory is ωB97M-V/def2-TZVPD.

The geometry in XYZ format:
```
19
Properties=species:S:1:pos:R:3:forces:R:3:mulliken_charge:R:1
H -0.05465 -2.09730 -1.32947 0.018 -0.001 0.144 0.304
C 0.40402 0.78986 -1.29004 0.043 0.000 -0.039 -1.787
C -0.19176 0.47067 0.07522 0.002 0.064 -0.032 1.753
H -1.53383 2.13761 0.25913 -0.022 -0.166 -0.022 0.358
C 0.10644 -0.99021 0.53946 -0.190 -0.221 -0.098 0.043
H 1.54212 1.54017 1.08691 -0.094 -0.162 -0.019 0.281
H 1.42587 0.40692 -1.37679 -0.117 0.073 0.011 0.385
H 0.49274 -3.06558 0.05155 0.020 0.184 -0.072 0.370
H -0.71019 -1.37101 1.17279 0.051 0.089 -0.079 0.317
H -2.26024 0.79929 -0.62608 0.163 -0.097 0.076 0.392
C -1.60103 1.04202 0.21495 -0.018 -0.033 0.013 -1.666
H 0.15665 1.12582 2.14749 0.127 -0.006 -0.105 0.307
C 0.72859 0.82263 1.25660 -0.017 0.372 0.062 -0.706
H -2.08728 0.70999 1.13969 0.109 -0.001 -0.133 0.395
O 1.18847 -0.52574 1.37407 0.068 -0.158 0.055 -0.465
C 0.56052 -2.08037 -0.42332 -0.026 0.069 0.042 -1.399
H -0.19965 0.33688 -2.08563 0.107 0.050 0.094 0.364
H 0.42908 1.87044 -1.47197 -0.021 -0.118 0.086 0.420
H 1.60414 -1.92210 -0.71455 -0.202 0.062 0.015 0.335
```
Positions in Å, forces in eV/Å.

Properties
HOMO level = -9.52 eV
Orbital gap = 10.47 eV


This record from the OMol25 dataset describes C4H11NO3 in the gas phase. The level of theory is ωB97M-V/def2-TZVPD.

The geometry in XYZ format:
```
19
Properties=species:S:1:pos:R:3:forces:R:3:mulliken_charge:R:1
H -0.10179 -1.78075 -1.03846 0.002 -0.038 -0.068 0.368
H 0.58678 -2.22963 0.55113 0.060 -0.038 -0.064 0.396
H -0.06089 0.98332 -0.71136 3.665 -0.472 0.781 0.429
H -2.03993 1.28602 1.17353 0.124 -0.118 -0.018 0.364
H -1.14903 -2.29900 0.29489 -0.042 0.055 -0.041 0.408
O 1.09928 1.63303 0.90447 0.255 -0.316 -0.515 -0.432
O -0.59751 -0.06472 1.73098 -0.097 0.278 0.805 -0.844
H 2.77039 0.88318 -0.88759 -0.018 -0.026 0.049 0.334
C -0.40750 -0.33885 0.54563 -1.493 0.600 -2.086 0.889
H -1.55930 0.90838 -1.56884 0.577 0.118 0.040 0.383
C -0.24656 -1.74653 0.03892 0.208 -0.005 0.209 -1.641
O -2.21225 1.54446 0.25182 0.028 0.075 -0.208 -0.504
H 1.91798 -0.59387 -1.36992 -0.024 -0.015 0.044 0.318
H 0.55936 1.31100 1.66867 -0.180 -0.249 -0.126 0.375
H -2.43123 -0.29353 -0.69210 0.016 -0.020 0.078 0.345
N 0.85689 0.65199 -0.07580 -2.471 1.206 -0.367 0.121
H 2.59861 -0.45307 0.27786 -0.130 0.064 -0.018 0.307
C -1.69997 0.51554 -0.55267 -0.328 -1.339 1.800 -0.744
C 2.11666 0.08302 -0.54118 -0.152 0.240 -0.295 -0.871
```
Positions in Å, forces in eV/Å.

Properties
HOMO level = -8.56 eV
Orbital gap = 9.26 eV
Structure (SMILES) = C[N@H+](O)[C@@](C)([O-])CO


This record from the OMol25 dataset describes C2H2ClN in the gas phase. The level of theory is ωB97M-V/def2-TZVPD.

The geometry in XYZ format:
```
6
Properties=species:S:1:pos:R:3:forces:R:3:mulliken_charge:R:1
H -0.83897 1.39655 0.25628 -0.521 1.221 0.782 0.383
N -1.19843 -0.12870 -0.98682 -0.724 -1.229 -1.341 -0.400
C 0.75938 -0.18108 0.18156 -1.711 1.545 -2.107 -0.203
H 1.12333 -0.43358 -0.78249 1.543 -1.086 -0.221 0.323
Cl 0.69936 -1.12734 1.49430 0.575 -1.522 1.813 -0.084
C -0.54467 0.47415 -0.16282 0.837 1.071 1.074 -0.019
```
Positions in Å, forces in eV/Å.

Properties
HOMO level (alpha / beta) = -9.73 / -9.06 eV
Orbital gap (alpha / beta) = 8.99 / 8.58 eV


This record from the OMol25 dataset describes C2H4N2S3 in the gas phase. The level of theory is ωB97M-V/def2-TZVPD.

The geometry in XYZ format:
```
11
Properties=species:S:1:pos:R:3:forces:R:3:mulliken_charge:R:1
S 0.38820 -0.41889 1.04154 -0.451 -0.149 -0.320 0.128
H 0.65580 2.45059 -1.04242 0.065 -0.112 0.099 0.240
C -0.85338 -1.10651 -0.24108 0.444 1.016 0.163 -0.443
N 1.00089 2.21957 -0.12114 -0.504 0.670 0.259 -0.375
S 2.05418 -0.34419 0.08793 0.262 -0.356 -0.071 -0.278
H -1.67607 -0.39465 -0.29306 0.015 0.016 -0.049 0.341
S -0.11156 1.87790 1.04549 0.194 -0.478 -0.593 -0.051
C -1.32567 -2.41035 0.11918 0.185 -0.178 0.268 0.188
N -1.63794 -3.46528 0.43333 -0.240 -0.416 0.098 -0.341
H 1.81540 2.74470 0.15636 0.038 -0.181 0.032 0.259
H -0.30987 -1.15289 -1.18614 -0.007 0.168 0.114 0.332
```
Positions in Å, forces in eV/Å.

Properties
HOMO level = -8.72 eV
Orbital gap = 8.24 eV


This record from the OMol25 dataset describes 2 unconnected molecules or ions with the total composition CH3N5O4. The level of theory is ωB97M-V/def2-TZVPD.

The geometry in XYZ format:
```
13
Properties=species:S:1:pos:R:3:forces:R:3:mulliken_charge:R:1
N -1.64839 -0.22689 0.55814 0.379 -0.225 3.048 -0.487
H -1.62049 -0.45292 1.58263 -0.378 0.638 -1.467 0.244
N 1.47725 -1.03501 -0.03296 -0.843 -1.338 -1.261 1.262
N 1.34509 0.17512 0.12926 -1.704 3.214 0.829 -0.532
N 2.43851 1.04986 0.06088 0.250 -2.358 0.234 0.982
H -3.79318 1.31675 -1.21175 -1.166 2.673 -1.003 0.269
O 3.22099 0.87879 -0.81673 1.043 0.333 -1.242 -0.537
O 2.43068 1.85474 0.92659 0.159 1.685 1.010 -0.551
N -3.34926 0.53439 -0.90682 1.090 -2.028 1.805 -0.366
O 0.25985 -1.60841 -0.08058 0.362 -2.992 -0.351 -0.552
H -0.62622 -1.07805 0.03034 1.503 1.107 0.006 0.478
C -2.55314 0.34102 -0.02071 -1.101 -0.668 -1.951 0.405
O 2.41830 -1.74941 -0.21829 0.406 -0.040 0.344 -0.615
```
Positions in Å, forces in eV/Å.

Properties
HOMO level = -10.72 eV
Orbital gap = 10.66 eV